{"formula": "C11H9NO", "method": "wB97M-V/def2-TZVPD", "homo_lumo_gap_ev": [6.033, 6.358], "energy_ev": -15083.175, "mol_weight_g_mol": 171.2, "multiplicity": 3, "homo_energy_ev": [-5.15, -9.40], "symbols": ["C", "C", "C", "C", "C", "C", "C", "C", "C", "C", "C", "N", "O", "H", "H", "H", "H", "H", "H", "H", "H", "H"], "xyz": [[-0.4817, 0.0732, -3.0728], [-1.1675, 0.4976, -2.1855], [-1.7389, 1.5503, 2.2041], [-1.8752, 0.1764, 2.0952], [-0.6428, 2.2264, 1.5210], [-1.0798, -0.5571, 1.2663], [0.1555, 1.4125, 0.7596], [-0.0716, 0.0310, 0.5782], [1.9246, -2.3488, -1.0856], [2.6294, -1.2713, -1.2419], [0.8993, -0.7670, -0.1104], [0.8197, -2.0536, -0.3680], [2.0575, -0.1636, -0.6279], [0.2480, -0.3615, -3.7229], [-2.4055, 2.1409, 2.8675], [-2.7827, -0.3535, 2.6271], [-0.6836, 3.3387, 1.4972], [-1.1552, -1.7218, 1.3057], [1.1396, 1.5673, 0.2406], [2.0656, -3.3713, -1.4968], [3.6306, -1.0491, -1.7378], [-1.4855, 1.0044, -1.3132]], "forces_ev_per_a": [[0.21, -0.23, 0.15], [0.77, 0.16, -0.36], [0.32, 1.87, 0.35], [-2.63, -1.53, 0.87], [-1.23, -0.58, -0.47], [-2.96, -4.64, 2.21], [2.15, 1.54, -0.79], [4.55, -1.71, -2.08], [-3.42, -4.24, 0.52], [4.93, 5.25, -1.41], [-2.39, 5.01, 2.46], [0.08, -3.55, -0.81], [0.23, -1.48, -0.64], [-0.43, 0.08, -0.16], [0.49, -0.52, -0.66], [2.11, 1.11, -0.92], [0.77, -1.04, 0.24], [-0.01, 2.35, -0.40], [-1.27, 1.55, 0.61], [0.12, 1.04, 0.46], [-1.70, -0.51, 0.75], [-0.68, 0.05, 0.09]]}

=====

{"formula": "C11H9NOS3", "method": "wB97M-V/def2-TZVPD", "e_above_lowest_kj_mol": 0.0, "homo_lumo_gap_ev": 6.787, "energy_ev": -47594.717, "mol_weight_g_mol": 267.4, "multiplicity": 1, "homo_energy_ev": -7.78, "smiles": "CSC1=N/C(=C\\C=C\\c2cccs2)C(=O)S1", "symbols": ["C", "S", "C", "N", "C", "C", "C", "C", "C", "C", "C", "C", "S", "C", "O", "S", "H", "H", "H", "H", "H", "H", "H", "H", "H"], "xyz": [[-4.7988, -0.3347, 3.3756], [-4.0463, 0.0537, 1.7284], [-2.6448, -1.0499, 1.5721], [-1.6812, -0.6467, 0.8050], [-0.5905, -1.4423, 1.0816], [0.6303, -1.2881, 0.4879], [0.9105, -0.3263, -0.5405], [2.1984, -0.1797, -1.0676], [2.6599, 0.8155, -2.0962], [1.9984, 1.9402, -2.5074], [2.7269, 2.7883, -3.4320], [3.9467, 2.2362, -3.7181], [4.2202, 0.7035, -2.8609], [-0.8114, -2.5295, 2.0497], [0.0314, -3.2103, 2.5825], [-2.4178, -2.4795, 2.6265], [-5.1864, -1.3662, 3.3453], [-4.0889, -0.2483, 4.2085], [-5.6292, 0.3560, 3.5111], [1.4250, -1.9825, 0.7992], [0.1144, 0.2871, -0.9246], [3.0102, -0.7840, -0.6501], [1.0309, 2.2832, -2.1286], [2.3781, 3.7088, -3.8413], [4.6138, 2.6955, -4.4060]], "forces_ev_per_a": [[0.46, -0.96, -0.48], [0.02, -0.49, 0.40], [-0.72, 1.62, 0.18], [-1.17, -0.81, 1.36], [1.77, -0.37, -1.66], [-0.43, -0.51, 0.37], [2.86, 0.39, -1.19], [-1.23, 0.43, 0.30], [-0.84, -0.38, 0.67], [-0.23, 1.24, -0.29], [0.54, -2.28, 1.03], [-0.93, -0.58, 0.81], [-0.50, 1.40, -0.61], [2.11, 0.29, 0.91], [0.27, -0.54, -0.48], [-1.93, 0.78, -0.28], [0.03, 0.47, 0.11], [-0.12, 0.15, -0.40], [0.11, 0.02, -0.14], [-0.37, 0.40, -0.08], [-0.25, 0.09, 0.01], [-0.37, -0.04, -0.12], [0.30, -0.49, 0.01], [-0.21, 0.39, -0.15], [0.83, -0.20, -0.27]]}

=====

{"formula": "C120H76O20", "method": "wB97M-V/def2-TZVPD", "homo_lumo_gap_ev": 8.051, "energy_ev": -166624.784, "mol_weight_g_mol": 1837.9, "multiplicity": 1, "homo_energy_ev": -9.31, "smiles": "O=C1c2ccccc2C(=O)c2ccccc21.O=C1c2ccccc2C(=O)c2ccccc21.O=C1c2ccccc2C(=O)c2ccccc21.O=C1c2ccccc2C(=O)c2ccccc21.O=C1c2ccccc2C(=O)c2ccccc21.O=C1c2ccccc2C(=O)c2ccccc21.O=C1c2ccccc2C(=O)c2ccccc21.O=C1c2ccccc2C(=O)c2ccccc21.O=C1CCCO1.O=C1CCCO1", "symbols": ["O", "C", "C", "C", "C", "C", "C", "C", "C", "O", "C", "C", "C", "C", "C", "C", "H", "H", "H", "H", "H", "H", "H", "H", "O", "C", "C", "C", "C", "C", "C", "C", "C", "O", "C", "C", "C", "C", "C", "C", "H", "H", "H", "H", "H", "H", "H", "H", "O", "C", "C", "C", "C", "C", "C", "C", "C", "O", "C", "C", "C", "C", "C", "C", "H", "H", "H", "H", "H", "H", "H", "H", "O", "C", "C", "C", "C", "C", "C", "C", "C", "O", "C", "C", "C", "C", "C", "C", "H", "H", "H", "H", "H", "H", "H", "H", "O", "C", "C", "C", "C", "C", "C", "C", "C", "O", "C", "C", "C", "C", "C", "C", "H", "H", "H", "H", "H", "H", "H", "H", "O", "C", "C", "C", "C", "C", "C", "C", "C", "O", "C", "C", "C", "C", "C", "C", "H", "H", "H", "H", "H", "H", "H", "H", "O", "C", "C", "C", "C", "C", "C", "C", "C", "O", "C", "C", "C", "C", "C", "C", "H", "H", "H", "H", "H", "H", "H", "H", "O", "C", "C", "C", "C", "C", "C", "C", "C", "O", "C", "C", "C", "C", "C", "C", "H", "H", "H", "H", "H", "H", "H", "H", "O", "C", "C", "C", "C", "O", "H", "H", "H", "H", "H", "H", "O", "C", "C", "C", "C", "O", "H", "H", "H", "H", "H", "H"], "xyz": [[-2.1616, 0.6563, 6.5014], [-2.1594, -0.5895, 6.5666], [-2.1061, -1.2904, 7.9147], [-1.9265, -0.4576, 8.9700], [-1.6176, -1.0722, 10.1846], [-1.7472, -2.5028, 10.3583], [-2.0338, -3.2741, 9.2722], [-2.0676, -2.6694, 7.9912], [-2.2187, -3.5473, 6.7999], [-2.2213, -4.7518, 6.9424], [-2.3397, -2.8347, 5.4987], [-2.3465, -3.6304, 4.3298], [-2.5894, -3.0405, 3.0555], [-2.7371, -1.6200, 2.9422], [-2.5171, -0.8690, 4.0585], [-2.3390, -1.4390, 5.3541], [-1.6786, 0.5499, 8.8004], [-1.4204, -0.4842, 11.0920], [-1.6757, -2.9059, 11.3291], [-1.9643, -4.3793, 9.2813], [-2.2396, -4.6672, 4.4186], [-2.6808, -3.7184, 2.2525], [-2.8611, -1.1873, 1.9822], [-2.4265, 0.1512, 3.9433], [-0.8950, -7.4986, -1.9432], [-0.3441, -7.1808, -0.9239], [0.9577, -6.5269, -0.8527], [1.6087, -6.1593, -2.0207], [2.7826, -5.3556, -1.9656], [3.2131, -4.8284, -0.7997], [2.6079, -5.2163, 0.3524], [1.5434, -6.1102, 0.3308], [0.8466, -6.3202, 1.6510], [1.3942, -5.9599, 2.7296], [-0.5012, -6.9199, 1.5898], [-1.2645, -7.0058, 2.7663], [-2.5705, -7.5121, 2.7443], [-3.0607, -8.0172, 1.5309], [-2.3011, -7.9662, 0.4209], [-1.0620, -7.3675, 0.3720], [1.1920, -6.4238, -3.0016], [3.2934, -5.1022, -2.8985], [4.0376, -4.1588, -0.7997], [2.9135, -4.7821, 1.2842], [-0.8223, -6.6349, 3.6762], [-3.0634, -7.5881, 3.7081], [-4.1162, -8.4652, 1.5309], [-2.6917, -8.2977, -0.5819], [-4.0961, 7.6592, 1.8120], [-3.1631, 7.1002, 1.2540], [-2.6757, 5.7337, 1.6719], [-3.2898, 5.1351, 2.8186], [-2.8855, 3.9111, 3.2884], [-1.8567, 3.2249, 2.5682], [-1.2532, 3.7725, 1.4771], [-1.7215, 5.0549, 0.9666], [-0.9670, 5.7874, -0.1544], [-0.0468, 5.2340, -0.6709], [-1.3825, 7.1036, -0.5956], [-0.6885, 7.8053, -1.5405], [-1.1017, 9.1132, -1.8974], [-2.1842, 9.7606, -1.1899], [-2.9199, 8.9907, -0.2979], [-2.4571, 7.6894, 0.0248], [-3.9879, 5.6996, 3.4149], [-3.2606, 3.5072, 4.2768], [-1.5815, 2.1717, 2.8696], [-0.4269, 3.2522, 0.9942], [0.1357, 7.3121, -2.0159], [-0.5848, 9.6797, -2.6869], [-2.3880, 10.8295, -1.4325], [-3.7893, 9.5086, 0.1708], [-2.8508, -3.8726, -1.9492], [-2.9025, -4.7578, -2.7908], [-2.1270, -4.6179, -4.0243], [-1.5676, -3.3916, -4.3779], [-0.9252, -3.3066, -5.6395], [-0.8937, -4.3578, -6.5063], [-1.3693, -5.6345, -6.1234], [-2.0587, -5.7290, -4.9052], [-2.6443, -7.1045, -4.5650], [-2.4337, -8.0868, -5.2229], [-3.6429, -7.1402, -3.3926], [-4.5244, -8.1967, -3.1356], [-5.5410, -8.0301, -2.2339], [-5.6232, -6.9048, -1.4523], [-4.7244, -5.8388, -1.6519], [-3.7558, -5.9470, -2.6027], [-1.6603, -2.4491, -3.7581], [-0.4202, -2.4056, -5.9106], [-0.4273, -4.2456, -7.4559], [-1.2615, -6.5017, -6.7468], [-4.3572, -9.0627, -3.7071], [-6.3808, -8.7159, -2.2500], [-6.4137, -6.8246, -0.7575], [-4.8380, -5.0340, -1.0034], [1.4226, 3.0944, -1.4473], [2.4168, 3.6345, -1.0971], [3.0722, 3.2154, 0.1499], [2.5673, 2.1208, 0.8180], [3.1096, 1.6328, 1.9999], [4.2108, 2.3204, 2.6188], [4.7522, 3.3463, 1.8930], [4.2403, 3.7954, 0.6847], [4.8976, 4.9588, -0.1301], [5.7752, 5.5861, 0.4039], [4.2365, 5.3406, -1.4345], [4.9059, 6.2657, -2.2531], [4.3136, 6.6293, -3.4832], [3.1167, 6.1185, -3.8999], [2.4380, 5.1947, -3.1195], [3.0066, 4.7737, -1.9322], [1.6249, 1.7497, 0.4182], [2.7333, 0.7973, 2.5898], [4.5842, 2.0510, 3.5896], [5.6166, 3.8868, 2.2785], [5.8386, 6.7388, -1.9600], [4.8022, 7.4303, -4.0374], [2.6821, 6.5411, -4.7649], [1.5099, 4.7147, -3.4189], [3.0778, -3.4477, 3.3244], [3.7390, -2.4309, 3.6118], [5.2520, -2.4549, 3.4382], [5.9293, -3.4919, 2.7164], [7.2977, -3.4312, 2.6296], [8.0793, -2.4688, 3.2864], [7.3902, -1.5010, 4.0217], [5.9953, -1.4030, 4.0036], [5.3090, -0.3090, 4.7832], [6.0483, 0.3908, 5.4683], [3.8547, -0.1232, 4.7088], [3.1996, 1.0059, 5.2739], [1.7981, 0.9733, 5.3413], [1.0816, -0.1179, 4.8225], [1.7177, -1.2343, 4.2820], [3.1101, -1.1995, 4.1740], [5.3500, -4.3793, 2.2690], [7.8367, -4.2663, 2.1953], [9.1463, -2.4766, 3.1716], [8.0015, -0.7945, 4.5256], [3.8112, 1.7334, 5.7764], [1.2900, 1.7599, 5.7903], [0.0235, -0.2824, 5.0384], [1.2498, -2.1291, 4.0043], [5.5573, 2.6843, -3.1658], [5.2181, 1.6963, -2.5361], [5.9272, 1.3157, -1.2605], [6.9662, 2.0599, -0.7163], [7.5767, 1.7142, 0.4536], [7.1574, 0.5834, 1.1539], [6.1376, -0.1925, 0.6501], [5.5413, 0.1663, -0.5460], [4.3522, -0.7006, -0.9723], [3.8751, -1.4918, -0.2220], [3.7065, -0.3358, -2.3104], [2.6850, -1.1101, -2.8342], [2.1309, -0.7457, -4.0465], [2.4078, 0.4290, -4.6407], [3.3757, 1.2784, -4.1422], [4.0471, 0.8467, -2.9817], [7.2166, 2.9086, -1.2818], [8.4308, 2.2724, 0.8633], [7.6734, 0.2332, 2.0733], [5.6593, -0.9394, 1.2285], [2.4663, -2.1236, -2.4053], [1.3322, -1.3393, -4.4840], [1.7528, 0.6196, -5.5273], [3.5051, 2.2807, -4.5775], [-6.4591, 2.0693, -4.9296], [-5.8574, 3.0052, -4.4112], [-5.4159, 3.0050, -2.9260], [-5.5617, 1.8026, -2.2155], [-5.2198, 1.6444, -0.8772], [-4.7361, 2.8024, -0.2539], [-4.5860, 4.0157, -0.9750], [-4.8553, 4.0952, -2.2914], [-4.5884, 5.3508, -3.0313], [-3.9015, 6.2414, -2.5730], [-4.9832, 5.3367, -4.5387], [-4.7616, 6.5094, -5.2588], [-4.9306, 6.5272, -6.6491], [-5.5143, 5.4312, -7.3130], [-5.7069, 4.2844, -6.5591], [-5.5391, 4.2358, -5.2019], [-5.9302, 0.9621, -2.7563], [-5.2377, 0.6701, -0.3567], [-4.4987, 2.9033, 0.7834], [-4.2593, 4.8930, -0.5166], [-4.4548, 7.4096, -4.7045], [-4.7375, 7.4661, -7.2694], [-5.6986, 5.3557, -8.4078], [-6.1093, 3.4016, -7.0257], [-1.7662, -0.0920, -3.3256], [-1.7351, 1.0813, -3.4712], [-1.3705, 2.2284, -2.4682], [-1.3932, 3.4768, -3.3908], [-2.1394, 3.0159, -4.6682], [-2.0898, 1.6139, -4.6585], [-2.1149, 2.2294, -1.6318], [-0.4078, 2.0585, -2.0268], [-1.8242, 4.4218, -2.9982], [-0.3755, 3.6705, -3.6808], [-3.2118, 3.1910, -4.6091], [-1.7186, 3.4243, -5.6431], [-0.9662, 0.5599, 0.3738], [-0.5053, -0.5423, 0.2738], [-0.0168, -1.2410, -0.9541], [0.2451, -2.7322, -0.4645], [0.5466, -2.4706, 1.0276], [-0.1131, -1.2415, 1.4034], [-0.6261, -1.0768, -1.8533], [0.9193, -0.6705, -1.0555], [-0.5882, -3.4059, -0.5474], [1.1325, -3.1926, -0.8441], [0.1805, -3.2466, 1.6755], [1.6151, -2.3565, 1.1978]], "forces_ev_per_a": [[0.30, -2.46, -0.03], [-0.96, 1.85, -0.08], [0.26, 0.25, -2.96], [1.71, -1.40, 2.48], [-1.15, -1.00, 0.98], [-0.29, 2.76, -0.79], [1.23, -0.96, -1.51], [-1.01, -0.50, 1.27], [0.26, 0.61, 0.67], [-0.08, 0.09, -0.67], [0.48, -0.64, -1.52], [-0.94, 2.64, -1.04], [0.07, 0.88, 2.60], [0.76, -2.85, 0.45], [0.15, -1.49, 1.63], [-0.15, -0.16, -0.53], [-0.42, 1.25, -0.10], [0.11, -0.16, -0.57], [0.30, -0.47, 0.93], [-0.48, 0.80, 0.22], [0.09, -1.37, 0.13], [-0.04, -0.35, -1.11], [-0.19, 0.46, -0.62], [-0.06, 2.17, 0.08], [0.00, -0.15, -1.20], [-0.84, -0.38, 1.29], [1.13, 0.58, -1.05], [0.89, 0.62, -0.85], [-1.53, -1.08, -2.22], [0.71, -0.09, 0.08], [-0.45, -0.39, 0.96], [-0.59, 0.87, 1.72], [1.87, 0.88, 2.16], [-1.76, -1.14, -2.92], [-0.79, -0.11, 0.15], [-0.32, -0.03, -0.57], [1.39, -0.11, -0.13], [-2.62, -0.65, 2.31], [-0.38, -0.19, -3.54], [1.05, 0.36, 1.49], [0.17, -0.06, 0.53], [-0.27, -0.09, 0.22], [0.54, 0.57, 0.16], [0.03, -0.08, 0.51], [0.08, -0.01, 0.19], [-0.41, 0.03, -0.35], [1.75, 0.66, -0.22], [0.26, 0.18, 1.22], [1.11, -0.47, -0.50], [-0.22, -0.54, -0.78], [-1.65, 0.05, 1.19], [0.59, 0.39, 0.01], [0.67, -0.66, 0.30], [-0.72, -1.44, 1.13], [-0.33, 1.52, -1.36], [1.69, -0.41, 0.41], [-1.04, -1.55, 1.14], [1.59, -0.74, -0.78], [-0.87, 0.63, 1.08], [-0.33, 1.79, -1.46], [-0.40, 0.08, 1.00], [1.29, -0.94, -1.54], [0.35, 0.95, -0.05], [-2.43, 1.74, 1.70], [-0.24, 0.25, -0.24], [0.32, 0.40, -1.48], [-0.08, 1.43, -0.22], [-0.31, 0.17, -0.13], [0.37, -0.01, -0.29], [-0.11, -0.41, 0.52], [-0.12, -1.10, 0.31], [0.81, -1.09, -0.02], [-0.18, -0.39, 0.01], [0.49, 0.93, 0.61], [-0.17, -0.42, -1.07], [0.37, 0.76, -0.49], [-0.63, 0.32, 1.55], [0.02, -1.93, 0.35], [-0.63, 1.49, 0.77], [0.77, -0.66, -0.32], [-0.95, 0.64, 1.27], [0.26, -0.16, -0.31], [0.33, 1.54, 0.43], [1.61, 1.55, -0.77], [-0.96, -0.38, 0.04], [0.95, 0.77, -0.87], [-1.29, -2.55, 0.64], [0.28, -0.91, -1.12], [0.09, -1.49, -0.58], [-0.04, 0.64, -0.19], [0.35, 0.07, -0.61], [-0.07, -0.18, -0.20], [-0.25, -1.11, -0.69], [0.30, -0.37, 0.41], [-0.73, 0.23, 0.69], [0.20, 1.63, 0.65], [-1.78, -1.30, -1.07], [1.18, 2.02, -0.52], [1.97, 0.09, 1.03], [-1.20, -0.76, 0.54], [1.21, 0.83, 1.41], [-1.72, -0.80, -1.88], [1.20, 1.34, 0.14], [-0.47, 0.68, -2.05], [-1.84, -1.13, 1.71], [0.60, 0.32, -0.65], [0.20, 0.10, -1.31], [-1.04, -0.21, -0.39], [1.35, 0.68, 1.19], [-0.35, -0.01, 0.66], [0.12, -0.75, 0.26], [1.62, -0.42, 2.02], [0.22, -0.46, 0.13], [-0.44, 0.12, -0.69], [0.19, -0.06, -0.07], [-0.09, -0.09, -0.08], [-0.15, -0.24, 0.16], [-0.11, -0.34, -0.14], [-0.48, 0.06, -0.97], [0.08, 0.27, -0.01], [1.16, 2.33, 0.49], [0.25, -2.29, -0.72], [-0.07, -0.04, -0.75], [-1.92, -0.22, 0.35], [1.06, -0.79, 0.28], [-2.16, 0.22, -0.03], [0.76, -0.23, -1.02], [-0.60, -1.27, 0.31], [2.14, 0.53, 0.34], [-1.06, 0.07, -0.28], [-0.97, -0.24, 0.00], [-0.37, -2.14, -0.13], [1.36, -1.34, -1.23], [-0.20, -1.02, 0.71], [1.41, 2.07, 0.48], [-0.25, -0.04, 0.30], [0.88, 1.67, 0.81], [-0.15, 0.10, -0.43], [0.27, 0.01, 0.28], [0.01, 0.80, 0.55], [-0.03, 0.39, -0.05], [-0.91, 1.27, 0.77], [0.20, 0.79, -0.28], [-0.95, -0.92, -0.44], [-0.17, -0.59, 0.33], [0.05, 0.52, 0.39], [-0.37, -1.36, 0.44], [-0.82, -0.05, -0.85], [1.02, -0.40, 1.12], [0.83, -0.44, 0.54], [-0.16, 1.15, -0.21], [-1.08, -0.45, -0.70], [0.72, 2.67, -1.36], [-0.70, -1.46, 0.65], [0.14, 0.05, 0.54], [0.61, -1.84, 0.01], [-1.33, -1.72, 1.02], [-0.77, 1.41, -1.93], [-0.29, 0.09, 0.55], [0.88, 0.96, -0.37], [0.66, 1.19, -0.43], [-0.55, -0.03, -0.37], [-0.47, 0.64, -0.66], [0.01, -0.99, 0.33], [0.04, 1.27, -0.17], [0.21, -0.20, 0.16], [1.03, 0.45, 0.69], [0.44, -0.67, 0.33], [0.84, 1.02, 0.96], [-0.33, -0.71, 0.08], [-0.66, -1.70, -1.16], [-0.01, 0.04, -0.33], [0.79, 0.96, 0.20], [-0.20, 1.15, -0.68], [-0.11, -2.17, 1.45], [-0.79, 0.57, -1.43], [0.52, -0.35, -1.61], [-0.66, -0.11, -0.12], [-0.18, 0.98, 0.94], [0.40, 0.27, -0.26], [-0.85, 1.31, -1.20], [1.19, -0.22, 0.12], [-1.18, -0.34, -0.87], [0.92, 0.07, 1.55], [-0.30, -0.47, -0.41], [-0.23, 0.73, -0.42], [0.17, -0.54, 0.59], [0.63, 1.13, 0.99], [0.11, -0.55, -0.42], [-0.18, -1.30, 1.18], [0.23, 0.50, 1.00], [-0.08, -0.23, -0.14], [0.15, -1.50, 0.41], [0.05, 2.29, 0.41], [-1.53, -0.12, -0.78], [-0.40, -0.02, -0.13], [-0.10, 0.83, 0.01], [0.60, -1.16, -0.56], [0.46, 0.00, -0.75], [0.36, -0.14, 0.15], [0.26, -0.73, 0.04], [0.50, 0.28, 0.02], [0.07, 0.78, -0.18], [-0.51, -0.57, 1.26], [-0.47, -0.01, 0.08], [0.65, -0.15, 1.02], [0.11, -1.34, 0.27], [0.24, 2.06, 0.94], [-0.09, 0.26, -0.37], [-0.41, 0.23, -0.97], [0.14, -0.11, 0.53], [0.16, -0.49, -0.42], [-0.59, 0.01, -0.44], [0.35, -0.21, -0.76], [-0.18, -0.37, 0.36], [0.12, 0.12, 0.03]]}